No. 1
# CH3BrN2

A 2-piece molecular cluster, CH3BrN2 overall at a distorted geometry (ωB97M-V/def2-TZVPD, OMol25).

Each atom is followed by the atoms it is bonded to, with distances in Å.
Element x y z (Å)
1 C 0.86148 0.13705 -0.34733  N2 1.254, H5 1.083, H6 1.062
2 N 0.71262 -1.00055 0.15951  C1 1.254, N3 1.136
3 N 0.46422 -2.01658 0.60284  N2 1.136
4 Br -3.03401 0.11486 0.02479  H7 1.518
5 H 0.14582 0.34770 -1.13254  C1 1.083
6 H 1.64706 0.81433 -0.12152  C1 1.062
7 H -3.28608 -0.84017 -1.12732  Br4 1.518

Summary:
Net charge   0
E_LUMO   0.016 Eh
HOMO   -8.60 eV
Multiplicity   1
Orbital gap   0.3319 hartree
Max |F|   2.96 eV/Å

What are the Löwdin partial charges on each atom? They are as follows, in elementary charge units:
1 C -0.079
2 N -0.238
3 N 0.188
4 Br 0.230
5 H 0.052
6 H 0.052
7 H -0.204

***

No. 2
# CH3BrNO3S

An isolated ion of composition CH3BrNO3S and charge -1 at a distorted geometry (ωB97M-V/def2-TZVPD, OMol25).

Each atom is followed by the atoms it is bonded to, with distances in Å.
Element x y z (Å)
1 C 0.56243 0.28953 1.31888  S6 1.828, Br7 2.361, H8 1.003, H9 1.186
2 N -0.47661 0.71290 -2.35985  Br7 1.791, H10 1.059
3 O 2.46505 -0.52706 2.60719  S6 1.469
4 O 2.61956 1.76336 1.76197  S6 1.434
5 O 2.93271 -0.02979 0.19730  S6 1.435
6 S 2.38266 0.38297 1.45641  C1 1.828, O3 1.469, O4 1.434, O5 1.435
7 Br 0.25279 1.25030 -0.81546  C1 2.361, N2 1.791
8 H 0.41858 -0.69954 1.23657  C1 1.003
9 H -0.24236 0.82508 2.00641  C1 1.186
10 H 0.33950 0.44184 -2.97819  N2 1.059

Summary:
Net charge   -1
E_LUMO (alpha / beta)   0.113 / 0.102 Eh
HOMO (alpha / beta)   -4.94 / -4.27 eV
Multiplicity   1
Orbital gap (alpha / beta)   0.2942 / 0.2590 hartree
Max |F|   3.80 eV/Å

What are the Löwdin partial charges on each atom? They are as follows, in elementary charge units:
1 C -0.289
2 N -0.611
3 O -0.383
4 O -0.382
5 O -0.384
6 S 0.255
7 Br 0.835
8 H -0.039
9 H 0.092
10 H -0.093

***

No. 3
# CH3BrO2P

A 2-piece molecular cluster, CH3BrO2P overall at a distorted geometry (ωB97M-V/def2-TZVPD, OMol25).

Each atom is followed by the atoms it is bonded to, with distances in Å.
Element x y z (Å)
1 C 0.17643 0.12973 -0.19371  P4 1.822, H6 1.117, H7 1.070, H8 1.040
2 O 1.26020 2.72595 0.12977  P4 1.457
3 O 2.88500 0.75490 -0.03857  P4 1.442
4 P 1.55562 1.31286 -0.06562  C1 1.822, O2 1.457, O3 1.442
5 Br -0.55917 -1.70144 2.58959  no bonds
6 H 0.33298 -0.22982 0.85225  C1 1.117
7 H -0.63504 0.68150 -0.62105  C1 1.070
8 H 0.51125 -0.77396 -0.58542  C1 1.040

Summary:
Net charge   -1
E_LUMO   0.121 Eh
HOMO   -4.17 eV
Multiplicity   1
Orbital gap   0.2741 hartree
Max |F|   3.48 eV/Å

What are the Löwdin partial charges on each atom? They are as follows, in elementary charge units:
1 C -0.205
2 O -0.322
3 O -0.310
4 P 0.538
5 Br -0.656
6 H -0.110
7 H 0.044
8 H 0.021

***

No. 4
# CH3BrO2S

CH3BrO2S in the gas phase at a distorted geometry (ωB97M-V/def2-TZVPD, OMol25).

Each atom is followed by the atoms it is bonded to, with distances in Å.
Element x y z (Å)
1 C -0.26578 0.03228 -0.23036  S4 1.982, H6 1.095, H7 1.122, H8 1.050
2 O -1.74694 -2.07749 0.75017  S4 1.428
3 O -2.38297 0.21028 0.16750  S4 1.532, Br5 2.269
4 S -1.85908 -1.14292 -0.32363  C1 1.982, O2 1.428, O3 1.532
5 Br -4.63295 0.35067 -0.08645  O3 2.269
6 H -0.25566 0.75583 -1.05249  C1 1.095
7 H 0.60989 -0.61869 -0.49286  C1 1.122
8 H -0.07086 0.36824 0.74499  C1 1.050

Summary:
Net charge   0
E_LUMO (alpha / beta)   -0.111 / -0.111 Eh
HOMO (alpha / beta)   -9.79 / -9.79 eV
Multiplicity   1
Orbital gap (alpha / beta)   0.2492 / 0.2491 hartree
Max |F|   4.43 eV/Å

What are the Löwdin partial charges on each atom? They are as follows, in elementary charge units:
1 C -0.128
2 O -0.434
3 O -0.734
4 S 0.753
5 Br 0.387
6 H 0.056
7 H 0.064
8 H 0.035

***

No. 5
# CH3BrS

CH3BrS in the gas phase at a distorted geometry (ωB97M-V/def2-TZVPD, OMol25).

Each atom is followed by the atoms it is bonded to, with distances in Å.
Element x y z (Å)
1 S -1.23287 0.92943 -0.52436  C2 2.165, H4 1.257
2 C 0.11817 -0.61245 0.17027  S1 2.165, Br3 2.016, H5 1.051, H6 1.172
3 Br 1.96740 -0.12960 -0.47088  C2 2.016
4 H -0.64667 1.91558 -0.01182  S1 1.257
5 H 0.04489 -0.52239 1.21497  C2 1.051
6 H -0.25093 -1.58057 -0.37818  C2 1.172

Summary:
Net charge   0
E_LUMO   0.001 Eh
HOMO   -9.48 eV
Multiplicity   1
Orbital gap   0.3495 hartree
Max |F|   4.54 eV/Å
Structure (SMILES)   SCBr

What are the Löwdin partial charges on each atom? They are as follows, in elementary charge units:
1 S 0.514
2 C -0.709
3 Br 0.464
4 H -0.279
5 H -0.040
6 H 0.050

***

No. 6
# CH3BrS

A 2-piece molecular cluster, CH3BrS overall at a distorted geometry (ωB97M-V/def2-TZVPD, OMol25).

Each atom is followed by the atoms it is bonded to, with distances in Å.
Element x y z (Å)
1 C 0.49341 0.42883 0.22641  S2 1.784, H4 1.100, H5 1.157, H6 1.153
2 S -0.86553 1.33132 -0.49687  C1 1.784
3 Br -1.65691 -2.23256 -0.63408  no bonds
4 H 0.80642 0.82558 1.20326  C1 1.100
5 H 1.26503 0.23526 -0.61366  C1 1.157
6 H -0.04242 -0.58843 0.31493  C1 1.153

Summary:
Net charge   0
E_LUMO (alpha / beta)   -0.162 / -0.156 Eh
HOMO (alpha / beta)   -8.91 / -9.09 eV
Multiplicity   1
Orbital gap (alpha / beta)   0.1653 / 0.1777 hartree
Max |F|   2.07 eV/Å

What are the Löwdin partial charges on each atom? They are as follows, in elementary charge units:
1 C -0.560
2 S 0.714
3 Br -0.174
4 H 0.040
5 H 0.074
6 H -0.093

***

No. 7
# CH3Cl2F

CH3Cl2F in the gas phase at a distorted geometry (ωB97M-V/def2-TZVPD, OMol25).

Each atom is followed by the atoms it is bonded to, with distances in Å.
Element x y z (Å)
1 C 0.61648 -1.00548 0.08988  H3 1.085, H4 1.084, Cl6 1.770, Cl7 1.768
2 H -1.74134 1.45743 0.78372  F5 0.932
3 H 0.79394 -1.46933 1.05431  C1 1.085
4 H 0.89123 -1.67454 -0.71775  C1 1.084
5 F -1.38459 1.24867 -0.05140  H2 0.932, Cl7 1.917
6 Cl 1.62876 0.44181 -0.02436  C1 1.770
7 Cl -1.11002 -0.64879 -0.04605  C1 1.768, F5 1.917

Summary:
Net charge   0
E_LUMO   0.027 Eh
HOMO   -9.05 eV
Multiplicity   1
Orbital gap   0.3591 hartree
Max |F|   9.02 eV/Å

What are the Löwdin partial charges on each atom? They are as follows, in elementary charge units:
1 C -0.970
2 H 0.082
3 H 0.022
4 H 0.021
5 F -0.338
6 Cl 0.504
7 Cl 0.679

***

No. 8
# CH3Cl2FSi

A 2-piece molecular cluster, CH3Cl2FSi overall at a distorted geometry (ωB97M-V/def2-TZVPD, OMol25).

Each atom is followed by the atoms it is bonded to, with distances in Å.
Element x y z (Å)
1 C 0.79791 -1.48373 0.35465  Si2 1.746, H5 1.074, H6 1.076
2 Si 1.32265 0.17727 0.23712  C1 1.746, F3 1.606, Cl4 1.988
3 F 0.36562 1.41939 0.58413  Si2 1.606
4 Cl 2.95419 1.05511 -0.48413  Si2 1.988
5 H -0.13070 -1.74528 0.82730  C1 1.074
6 H 1.47343 -2.29867 0.16341  C1 1.076
7 Cl -3.65499 1.62252 -0.28981  H8 1.277
8 H -3.12810 1.25338 -1.39267  Cl7 1.277

Summary:
Net charge   0
E_LUMO   0.003 Eh
HOMO   -8.76 eV
Multiplicity   1
Orbital gap   0.3249 hartree
Max |F|   2.34 eV/Å
Structure (SMILES)   C=[Si](F)Cl.Cl

What are the Löwdin partial charges on each atom? They are as follows, in elementary charge units:
1 C -0.232
2 Si 0.138
3 F -0.211
4 Cl 0.381
5 H -0.038
6 H -0.043
7 Cl 0.260
8 H -0.257

***

No. 9
# CH3Cl2NO

A 2-piece molecular cluster, CH3Cl2NO overall at a distorted geometry (ωB97M-V/def2-TZVPD, OMol25).

Each atom is followed by the atoms it is bonded to, with distances in Å.
Element x y z (Å)
1 C -0.35875 -0.52620 -0.02162  N2 1.347, Cl4 1.743, Cl5 1.710
2 N 0.35578 -0.41209 -1.15786  C1 1.347, H6 1.014, H7 0.996
3 O 0.36808 1.42546 1.03197  H8 0.983
4 Cl -1.99029 0.00107 -0.33305  C1 1.743
5 Cl -0.14396 -1.51735 1.35493  C1 1.710
6 H 1.35423 -0.56794 -1.07500  N2 1.014
7 H 0.27800 0.37253 -1.76576  N2 0.996
8 H 0.13690 1.22452 1.96639  O3 0.983

Summary:
Net charge   0
E_LUMO (alpha / beta)   -0.016 / -0.016 Eh
HOMO (alpha / beta)   -8.62 / -8.56 eV
Multiplicity   1
Orbital gap (alpha / beta)   0.3014 / 0.2988 hartree
Max |F|   4.08 eV/Å

What are the Löwdin partial charges on each atom? They are as follows, in elementary charge units:
1 C -1.154
2 N 0.036
3 O -0.403
4 Cl 0.662
5 Cl 0.706
6 H 0.117
7 H 0.102
8 H -0.067

***

No. 10
# CH3Cl2O2P

CH3Cl2O2P in the gas phase at a distorted geometry (ωB97M-V/def2-TZVPD, OMol25).

Each atom is followed by the atoms it is bonded to, with distances in Å.
Element x y z (Å)
1 O 0.71643 0.64974 -1.79021  P2 1.446
2 P 0.29990 0.65785 -0.40557  O1 1.446, O3 1.644, Cl4 1.924, C5 1.882
3 O -1.00284 1.60125 -0.06554  P2 1.644, H7 0.953
4 Cl 1.69708 1.21935 0.79193  P2 1.924
5 C -0.16218 -0.98235 0.39336  P2 1.882, Cl6 1.794, H8 1.073, H9 1.124
6 Cl 1.33261 -1.94602 0.15554  C5 1.794
7 H -1.62160 1.22036 -0.68170  O3 0.953
8 H -0.96518 -1.63528 0.10996  C5 1.073
9 H -0.29423 -0.78490 1.49224  C5 1.124

Summary:
Net charge   0
E_LUMO   0.014 Eh
HOMO   -10.94 eV
Multiplicity   1
Orbital gap   0.4162 hartree
Max |F|   2.57 eV/Å
Structure (SMILES)   O=[P@](O)(Cl)CCl

What are the Löwdin partial charges on each atom? They are as follows, in elementary charge units:
1 O -0.326
2 P 0.035
3 O -0.191
4 Cl 0.496
5 C -0.663
6 Cl 0.499
7 H 0.056
8 H 0.036
9 H 0.058

***

Taking the records one at a time from the top gives ΔE to the lowest compared entry with this formula, charge and spin values of 0.243; 3.094; 0.989; 3.200; 1.015; 3.338; 2.589; 3.971; 3.670; 0.150 eV.